Below is a cluster of 22 separate species, C44H110N22O22 in total in a non-equilibrium geometry, with properties calculated with the ωB97M-V functional and the def2-TZVPD basis.

The geometry in XYZ format:
```
198
Properties=species:S:1:pos:R:3:forces:R:3
O -4.19829 1.55653 -5.50451 0.979 -0.415 0.376
C -4.59531 2.70234 -5.35134 -1.582 -0.461 -0.636
N -3.91444 3.66507 -4.71433 0.870 0.828 0.100
C -6.02093 2.97767 -5.85439 0.751 1.593 -0.464
H -2.93770 3.50934 -4.44943 -0.241 -0.485 -0.014
H -4.05282 4.64294 -4.92387 -0.662 -0.186 -0.014
H -6.07104 3.96632 -6.38433 0.026 -0.747 0.454
H -6.72714 3.03746 -5.02310 0.083 -0.247 -0.095
H -6.25671 2.20040 -6.57666 -0.183 -0.024 0.263
O 0.50962 -1.00671 -4.62796 1.083 -0.408 0.054
C 1.25337 -0.11545 -4.21056 -1.718 0.874 0.670
N 0.62928 1.05134 -3.83890 2.188 -0.018 -0.075
C 2.71790 -0.17325 -3.93696 0.005 -1.016 -0.347
H -0.33133 1.02068 -4.08704 -0.805 0.826 -0.111
H 1.18397 1.92273 -3.80949 -0.944 -0.734 0.001
H 3.23395 -0.61232 -4.77995 0.061 -0.462 -0.116
H 2.90804 -0.74881 -3.02813 -0.037 -0.202 -0.113
H 3.15644 0.78068 -3.79652 0.178 1.143 0.240
O -3.96177 -2.17902 1.41439 -0.676 -0.365 0.105
C -4.43431 -1.10752 1.04254 -0.694 0.509 0.797
N -3.71824 -0.27185 0.28609 0.258 0.176 -0.381
C -5.81898 -0.54617 1.44254 -0.527 1.258 -0.226
H -2.88906 -0.61606 -0.17600 0.087 -0.012 0.133
H -3.86663 0.73200 0.26529 -0.469 -0.008 -0.149
H -6.40034 -1.03552 2.23168 0.764 -0.373 -0.084
H -6.53825 -0.46522 0.58444 0.961 -0.244 0.387
H -5.67750 0.53075 1.75696 -0.029 -1.067 -0.291
O 1.80905 4.70547 4.41945 0.479 -0.381 0.475
C 2.17266 3.66573 3.86990 -0.611 1.895 0.725
N 1.76237 3.44671 2.62377 -0.630 -0.690 -1.320
C 3.02503 2.60370 4.47526 -0.139 0.649 0.247
H 1.83986 2.51399 2.25648 0.170 -0.225 -0.352
H 1.00555 4.03540 2.29746 0.252 -0.146 0.015
H 2.28467 1.95432 4.99472 1.023 -0.089 -0.297
H 3.73881 3.09410 5.13670 -0.321 -0.216 0.393
H 3.61755 2.19154 3.66782 -0.165 -0.891 0.017
O 1.69876 4.51990 -5.63083 0.198 0.111 0.495
C 1.12827 4.20301 -6.66606 -0.220 -0.181 0.493
N -0.21381 3.93554 -6.69871 0.993 0.241 0.288
C 1.88926 4.17829 -7.96157 -0.651 0.817 0.188
H -0.49708 3.36889 -7.45765 -0.544 -0.525 -1.082
H -0.67096 3.69563 -5.82559 0.206 0.233 0.245
H 1.57408 3.33571 -8.56518 0.290 -0.062 -0.324
H 2.95163 4.34009 -7.81058 0.063 -0.713 0.224
H 1.59375 5.11594 -8.42471 -0.322 0.005 -0.597
O -2.17336 1.58023 6.45775 -1.176 0.837 -0.454
C -1.00213 1.63997 6.74227 -0.263 -1.257 0.887
N -0.14384 0.77213 6.16595 1.750 -0.730 -0.440
C -0.45933 2.45737 7.86497 -0.141 1.104 1.306
H -0.47759 -0.04210 5.67834 -0.810 -0.006 -0.216
H 0.72469 0.50694 6.60327 0.181 0.595 0.260
H -0.12011 1.81313 8.71339 -0.682 0.328 -0.573
H -1.17089 3.26157 8.21159 0.520 -1.242 -0.335
H 0.43479 2.98300 7.59814 0.654 0.321 -0.507
O -0.74189 -4.23403 1.73138 0.173 -0.775 0.190
C -0.66295 -3.67956 0.62843 1.738 -0.957 0.611
N -1.35851 -2.64623 0.32130 -0.530 1.248 -0.664
C 0.32557 -4.07537 -0.40474 1.608 0.284 0.443
H -2.10527 -2.42411 0.93159 -1.125 0.556 0.410
H -1.27696 -2.22387 -0.59095 -0.321 0.238 0.012
H 0.71151 -5.05872 -0.16240 0.001 -0.181 -0.369
H 1.19820 -3.36779 -0.43989 -0.689 -0.535 0.348
H -0.12075 -3.97877 -1.36440 -0.337 -0.436 -0.983
O -0.63997 1.61110 -8.50108 -0.156 0.199 0.515
C -0.32186 0.80563 -7.62452 -0.591 0.758 -1.334
N -1.15212 0.39879 -6.65468 1.449 -1.059 0.263
C 0.99902 0.16905 -7.60803 -0.197 -1.147 -0.784
H -0.86812 -0.30280 -5.97729 0.120 0.258 -0.081
H -1.97154 0.88382 -6.51006 -2.258 1.098 0.219
H 1.67616 0.77297 -7.05554 0.768 0.450 0.541
H 1.36883 -0.01139 -8.62700 -0.127 0.166 0.416
H 0.77876 -0.75109 -7.09610 0.965 -0.689 0.196
O -4.22894 2.44544 0.51796 -0.182 0.255 0.392
C -3.91054 3.07950 1.52703 -0.125 0.439 -2.060
N -4.59851 4.20391 1.85908 0.687 -1.171 -0.170
C -2.67329 2.72561 2.26970 -0.486 -1.099 0.991
H -5.49198 4.31345 1.41726 -0.191 0.236 0.079
H -4.40140 4.55432 2.76050 -0.277 0.742 0.791
H -1.76705 2.99453 1.73395 -0.108 0.673 0.126
H -2.64179 1.61957 2.23551 -0.070 0.426 0.388
H -2.75710 3.07109 3.31608 0.667 -0.142 -0.462
O 0.94564 5.87932 -0.47999 0.074 -0.151 0.313
C 1.22584 6.34820 0.62144 -1.361 0.063 -0.710
N 2.49016 6.64196 0.99789 0.019 -0.790 -0.469
C 0.09749 6.78957 1.61029 1.518 0.448 -0.276
H 3.25546 6.15857 0.48264 -0.703 0.357 0.748
H 2.53861 6.64027 1.99441 0.795 0.183 0.644
H 0.43432 7.80732 1.90720 -0.845 -0.428 -0.100
H 0.08674 6.20538 2.52000 0.303 -0.311 0.337
H -0.90760 6.73245 1.19349 0.347 0.288 -0.348
O -6.43837 -4.23169 2.62245 0.328 -0.470 -0.160
C -5.54559 -4.99123 2.97842 0.642 0.031 0.552
N -5.44903 -5.44774 4.26313 -1.139 0.651 -0.154
C -4.38680 -5.45712 2.09168 -1.210 1.527 0.327
H -6.14715 -5.20943 4.94711 -0.152 0.219 -0.207
H -4.70019 -5.98368 4.60695 0.946 -0.667 -0.022
H -3.82864 -6.22750 2.56464 0.573 -0.493 0.249
H -3.79061 -4.55267 1.88220 -0.056 -0.598 -0.093
H -4.84073 -5.79798 1.18134 0.086 -0.277 -0.600
O -4.09407 -4.20752 -1.38984 0.184 0.073 0.017
C -5.29161 -4.24620 -1.57651 -1.105 -0.656 -0.383
N -6.22527 -4.36052 -0.59855 1.453 0.264 1.746
C -5.96139 -4.25170 -2.92510 0.834 0.746 -0.774
H -5.91438 -4.13812 0.34535 -0.030 -0.220 0.005
H -7.15267 -4.06522 -0.73732 -1.045 0.135 -0.571
H -5.27514 -3.80220 -3.62820 0.171 0.195 -0.296
H -6.84566 -3.64360 -2.89285 -0.508 0.317 -0.024
H -6.23849 -5.19729 -3.35650 0.020 -0.690 0.354
O 3.70505 -2.44652 4.30137 0.191 0.045 0.066
C 2.59790 -2.01848 4.59533 0.250 -0.127 1.055
N 2.12788 -2.01041 5.89344 -0.045 0.020 -0.764
C 1.73416 -1.37344 3.57556 0.627 0.722 0.063
H 2.67949 -2.51466 6.56614 0.085 -0.153 0.001
H 1.12111 -2.08429 5.98677 -0.048 0.013 0.034
H 1.59243 -2.08034 2.77700 -0.244 -0.097 -0.480
H 2.29633 -0.49393 3.22161 -0.223 -0.413 -0.116
H 0.81525 -1.01309 3.98159 -0.735 -0.036 0.143
O -0.82487 -2.26959 5.27790 -0.779 0.045 -0.081
C -1.94118 -2.25332 4.72916 -0.179 1.537 -0.299
N -2.25130 -3.02598 3.68298 0.067 -0.057 0.121
C -3.08333 -1.27627 5.10996 -0.108 -0.484 -0.109
H -3.09060 -2.87036 3.11574 0.450 0.053 0.474
H -1.49047 -3.52715 3.23577 -0.104 -0.190 -0.267
H -3.08476 -0.25948 4.64255 0.604 -0.917 0.255
H -3.09846 -1.13095 6.19971 -0.155 -0.070 -0.420
H -3.98623 -1.78577 4.72944 0.020 0.425 0.585
O 4.89360 4.60946 0.57227 -0.456 0.809 -0.155
C 4.95872 3.71868 -0.26323 -1.069 -0.616 1.974
N 6.12906 3.32603 -0.74371 0.319 0.729 -0.140
C 3.75881 2.86553 -0.64042 -0.394 0.262 -1.556
H 6.93881 3.78328 -0.35664 0.119 -0.242 -0.279
H 6.14322 2.48982 -1.25569 0.707 -1.228 -0.665
H 3.42075 3.27228 -1.62448 -0.124 -0.141 0.602
H 2.90579 2.88734 0.06737 0.911 0.182 -0.297
H 4.05202 1.83477 -0.88792 -0.056 0.156 0.440
O -1.67950 -0.78576 -1.59192 0.972 0.234 0.925
C -2.17356 -0.80894 -2.71745 -0.138 0.067 0.238
N -2.63475 0.31703 -3.23185 -0.334 -0.538 -1.737
C -2.32993 -2.11117 -3.38494 0.808 0.255 -2.135
H -2.65297 1.13725 -2.68750 0.194 0.937 0.653
H -2.97647 0.39722 -4.18026 -0.349 0.031 0.062
H -1.37634 -2.56676 -3.61782 0.558 0.024 0.554
H -2.75525 -2.08418 -4.37975 -0.650 0.374 -0.131
H -2.88000 -2.75326 -2.76645 -0.865 -0.996 0.990
O -1.82854 -8.23759 4.24156 0.393 1.329 -1.059
C -1.31294 -7.20907 3.75886 -1.236 -1.577 -0.278
N -1.36995 -6.96766 2.38606 0.837 0.094 2.717
C -0.63414 -6.27423 4.69783 0.539 1.214 -0.009
H -1.99246 -7.60086 1.95867 -0.411 -0.499 -0.940
H -1.00699 -6.12421 1.95673 -0.248 0.080 0.079
H -0.70035 -6.65383 5.71582 0.268 -0.375 -0.244
H -1.07386 -5.26293 4.77318 0.060 -0.374 -0.559
H 0.40463 -6.14941 4.35900 -0.149 0.079 0.358
O 7.15383 -1.97741 1.49416 0.264 0.304 0.008
C 7.13345 -1.01680 2.26332 -0.893 -2.850 0.210
N 7.00891 -1.32516 3.61593 -0.261 0.221 -0.525
C 7.25689 0.34411 1.74631 -0.126 1.435 1.594
H 6.57425 -2.22427 3.80940 0.406 0.046 -0.414
H 6.63383 -0.65517 4.24833 -0.017 0.846 0.210
H 6.75098 0.48044 0.80982 -0.011 -0.295 -0.469
H 8.31317 0.51745 1.67363 0.669 0.258 -0.478
H 6.90253 1.08933 2.47289 -0.034 -0.147 -0.116
O 6.49793 -0.11595 -1.27091 -0.286 -1.010 -1.094
C 6.53507 -1.13173 -2.00637 0.654 2.447 1.612
N 6.82942 -2.32656 -1.51343 0.038 -2.098 -0.663
C 6.39311 -0.98510 -3.49091 -0.255 -0.043 0.443
H 6.96159 -2.50436 -0.52020 -0.130 0.598 -0.101
H 6.69509 -3.14757 -2.11893 0.196 0.785 0.620
H 6.64460 0.04539 -3.72392 0.250 -0.103 -0.193
H 5.33373 -1.09469 -3.69381 -0.151 -0.325 -0.393
H 7.01279 -1.71973 -4.00607 -0.238 0.176 -0.260
O 3.83074 -2.36828 -0.86996 0.049 -0.751 1.080
C 4.15854 -2.65747 0.30905 -0.770 0.919 -1.080
N 3.93738 -1.74667 1.26132 -0.397 0.157 1.187
C 4.81016 -3.96413 0.67753 0.181 0.135 -2.139
H 3.29496 -0.98276 1.08354 0.455 0.243 -0.416
H 4.03146 -1.89036 2.26475 0.351 -0.714 -0.259
H 4.23314 -4.60282 1.30722 -0.538 -0.136 0.696
H 5.78388 -3.77059 1.09399 0.337 -0.033 0.328
H 4.90452 -4.47428 -0.30492 0.185 0.082 0.691
O -1.24479 3.29174 -3.89796 -1.427 -1.537 -3.233
C -0.65582 3.81295 -2.99375 0.569 1.310 2.669
N 0.40235 4.58131 -3.14345 0.412 -0.091 1.251
C -1.24091 3.57212 -1.62594 -0.153 -0.087 -0.004
H 0.87206 4.64197 -4.02520 0.356 0.113 -0.996
H 0.88533 4.85814 -2.30497 0.051 0.469 0.183
H -0.78594 4.04396 -0.76239 0.134 0.345 -0.148
H -1.17487 2.49856 -1.50826 -0.084 -0.399 0.226
H -2.30354 3.81674 -1.72014 0.123 0.037 0.284
O 2.31120 0.60012 1.21322 -0.190 0.399 1.077
C 1.26638 0.44010 0.59276 1.080 -0.979 -1.454
N 1.28257 -0.34475 -0.52748 -1.750 1.207 0.986
C 0.02098 1.23520 0.82798 1.087 -0.269 0.436
H 2.00190 -1.03812 -0.62809 0.446 -0.222 -0.522
H 0.41063 -0.30582 -1.05563 0.504 -0.853 -0.127
H -0.77408 0.80180 0.26567 -0.789 0.199 -0.507
H 0.40351 2.18716 0.47804 -0.802 0.663 -0.227
H -0.25059 1.31595 1.87883 0.251 -0.140 0.009
```
Forces are in eV/Å.

2S+1: 1
Charge: 0
Energy above the lowest of the compared OMol25 structures with the same formula, charge and spin (kcal per mole): 0.0
M (g mol⁻¹): 1299.50
Gap between HOMO and LUMO (eV): 9.3494